Record 1
A structure of composition C41H55LiN2P2S2Si in a non-equilibrium geometry, computed with wB97M-V/def2-TZVPD.

```
104
Properties=species:S:1:pos:R:3
Li 1.40855 2.35189 1.17354
C -2.24595 3.59545 1.25782
Si -1.03287 2.33502 0.40776
C -2.38277 0.96543 0.22130
C -3.51387 1.13527 -0.57287
C -4.55137 0.22227 -0.56983
C -4.48104 -0.88910 0.25782
C -3.36654 -1.07893 1.05182
C -2.31041 -0.17144 1.02200
P -0.84387 -0.34213 2.11132
C -1.83932 -0.48604 3.73582
C -1.27352 0.58950 4.66703
C 0.04348 0.14814 5.28659
C -0.13855 -1.14666 6.07191
C -0.67849 -2.23998 5.15732
C -1.98497 -1.79456 4.50851
C -0.12961 -2.00660 1.51043
C -0.79509 -3.36245 1.72410
C -0.08647 -4.44231 0.89308
C 1.43984 -4.27200 0.88798
C 1.89471 -3.45722 2.09227
C 1.32539 -2.03953 2.01602
C -0.97318 2.98846 -1.38236
C -1.44771 4.24173 -1.75632
C -1.09484 4.82815 -2.95593
C -0.22683 4.16956 -3.81278
C 0.24053 2.91257 -3.47377
C -0.13374 2.32030 -2.27750
P 0.48461 0.68505 -1.74054
C -0.23893 -0.43872 -3.10444
C -1.67344 -0.72044 -2.63668
C -2.54685 -1.34719 -3.73281
C -1.68866 -2.13422 -4.71557
C -0.72063 -1.19495 -5.44488
C -0.29143 -0.00822 -4.56646
C 2.34191 0.90461 -2.05713
C 3.02467 0.64776 -3.40239
C 3.16548 -0.83005 -3.75867
C 3.84894 -1.60038 -2.63423
C 3.12706 -1.36537 -1.31017
C 3.09305 0.12055 -0.97860
H -3.20546 3.72266 0.75554
H -1.77027 4.57043 1.33281
H -2.45687 3.26482 2.27249
H -3.57973 2.01729 -1.19858
H -5.42641 0.37737 -1.19282
H -5.30054 -1.59960 0.29436
H -3.33889 -1.92317 1.73141
H -2.84608 -0.16526 3.42880
H -2.00182 0.80349 5.46045
H -1.10571 1.50335 4.09182
H 0.42946 0.93587 5.93444
H 0.77186 0.00598 4.48476
H -0.84507 -0.98175 6.89279
H 0.81373 -1.46229 6.50703
H -0.84311 -3.16633 5.72218
H 0.06205 -2.44015 4.38366
H -2.72848 -1.62631 5.30036
H -2.37639 -2.57947 3.85931
H -0.11455 -1.81702 0.42699
H -1.84430 -3.33248 1.43010
H -0.74479 -3.63679 2.77591
H -0.45934 -4.40959 -0.13295
H -0.35270 -5.42178 1.30369
H 1.75168 -3.75090 -0.01788
H 1.92411 -5.25368 0.88365
H 2.98610 -3.41339 2.12650
H 1.56238 -3.95671 3.00624
H 1.93269 -1.43027 1.34776
H 1.39825 -1.57379 3.00061
H -2.09468 4.77569 -1.07503
H -1.47015 5.81137 -3.22029
H 0.10981 4.64015 -4.72958
H 0.93209 2.41633 -4.13610
H 0.33427 -1.37157 -3.03389
H -2.13075 0.21572 -2.31010
H -1.63569 -1.37405 -1.76172
H -3.08097 -0.56764 -4.28061
H -3.30040 -1.99613 -3.27897
H -2.31429 -2.65515 -5.44568
H -1.13073 -2.89489 -4.16480
H -1.18973 -0.80983 -6.35455
H 0.16290 -1.76227 -5.75268
H -1.00752 0.81106 -4.66160
H 0.67440 0.35130 -4.92011
H 2.46215 1.97072 -1.81407
H 4.02933 1.08036 -3.33224
H 2.51384 1.17174 -4.21060
H 3.75277 -0.91678 -4.68062
H 2.18537 -1.26517 -3.95131
H 4.88362 -1.25606 -2.54208
H 3.87163 -2.67008 -2.87400
H 3.63076 -1.91682 -0.51172
H 2.09567 -1.72639 -1.38177
H 4.11425 0.50512 -0.90127
H 2.60444 0.29125 -0.01266
S 2.35924 2.49224 3.38179
C 2.95238 4.05927 2.93259
C 3.10517 4.93007 4.01080
N 3.20783 5.63129 4.92617
C 3.26936 4.53247 1.67004
S 3.17757 3.69696 0.15975
C 3.74321 5.83824 1.53034
N 4.14380 6.90776 1.34469
```

As for the calculated total energy: -3481.0385 hartree. The value obtained for the HOMO energy is -0.91 eV. The charge is -2. The molecular weight comes out at 737.01 g/mol. The calculation puts the relative energy (zero: lowest compared OMol25 entry of this formula, charge and spin) at 0.00 kcal per mole.

***

Record 2
A cluster of 2 separate species, C6H5Cl2NO in total in a non-equilibrium geometry, computed with wB97M-V/def2-TZVPD.

```
15
Properties=species:S:1:pos:R:3
C -1.72096 0.54045 0.29244
C -0.53443 1.22908 -0.11932
C -1.35856 -0.74579 0.59739
C 0.48257 0.31086 -0.14273
C 0.70092 -2.03193 0.38322
C 3.97698 0.26980 0.07000
N 0.04137 -0.90204 0.28824
O 0.45083 -3.19043 0.58505
Cl 2.51120 -1.68869 0.14324
Cl 3.68444 1.14980 -1.35220
H -2.64383 0.98090 0.69998
H -0.35075 2.25713 -0.32739
H -2.12110 -1.49238 0.74347
H 1.51515 0.47726 -0.24021
H 3.41399 0.65588 1.01093
```

As for the calculated total energy: -1281.8452 hartree. The value obtained for the HOMO energy is -8.74 eV. The charge is 0. The molecular weight comes out at 178.02 g/mol. The calculation puts the relative energy (zero: lowest compared OMol25 entry of this formula, charge and spin) at 39.82 kcal per mole.

***

Record 3
The molecule C5H6F3N3, computed with wB97M-V/def2-TZVPD.

```
17
Properties=species:S:1:pos:R:3
N 0.95596 -0.92231 -1.50938
C 0.52564 -0.18754 -0.33763
C 1.70151 0.75810 0.05424
F 2.83548 0.10380 0.31573
F 1.97454 1.63500 -0.92618
F 1.40198 1.48442 1.13805
N 0.26044 -1.03471 0.77986
C -0.84818 -0.94518 1.41168
C -1.91091 -0.05716 1.07339
C -1.74665 0.69472 -0.04137
N -0.58979 0.66545 -0.73266
H 1.89373 -1.28541 -1.38874
H 0.33645 -1.70950 -1.66567
H -0.96583 -1.63747 2.23535
H -2.81556 -0.02962 1.65154
H -2.51453 1.34618 -0.43261
H -0.49428 1.12124 -1.62560
```

As for the calculated total energy: -658.0039 hartree. The value obtained for the HOMO energy is -8.47 eV. The SMILES is N[C@]1(C(F)(F)F)N=CC=CN1. The charge is 0. The molecular weight comes out at 165.12 g/mol. The calculation puts the relative energy (zero: lowest compared OMol25 entry of this formula, charge and spin) at 0.00 kcal per mole.

***

Record 4
A cluster of 2 separate species, C4H4N2 in total in a non-equilibrium geometry, computed with wB97M-V/def2-TZVPD.

```
10
Properties=species:S:1:pos:R:3
C -0.47225 -1.11560 -0.11922
C 0.69276 -0.57482 0.23506
C 1.94426 -1.25970 0.06078
N 2.96432 -1.78504 -0.09554
C -0.25211 2.45304 -0.34571
N -1.37525 2.30855 -0.03770
H -2.33486 2.21440 0.22053
H -0.53393 -2.12171 -0.52259
H -1.39754 -0.55377 -0.02382
H 0.76460 0.43464 0.62822
```

As for the calculated total energy: -264.2432 hartree. The value obtained for the HOMO energy is -10.48 eV. The charge is 0. The molecular weight comes out at 80.09 g/mol. The calculation puts the relative energy (zero: lowest compared OMol25 entry of this formula, charge and spin) at 52.22 kcal per mole.

***

Record 5
The molecule C4H6N4 in a non-equilibrium geometry, computed with wB97M-V/def2-TZVPD.

```
14
Properties=species:S:1:pos:R:3
H -2.04453 -2.17826 0.24162
N -1.31161 -1.48738 0.12482
C -1.67890 -0.32394 -0.08819
N -0.88647 0.78500 -0.15378
C 0.46018 0.86029 0.23003
C 0.81099 2.03424 0.96135
N 1.01282 3.00112 1.54842
C 1.44632 0.01862 -0.13684
N 1.31507 -1.14575 -0.83203
H -2.70795 -0.09331 -0.38094
H -1.36398 1.69169 -0.17710
H 2.45741 0.22183 0.19931
H 2.11696 -1.77987 -0.80500
H 0.37369 -1.60426 -0.73166
```

As for the calculated total energy: -375.0206 hartree. The value obtained for the HOMO energy is -8.16 eV. The SMILES is [H]/N=C/N/C(C#N)=C\N. The charge is 0. The molecular weight comes out at 110.12 g/mol. The calculation puts the relative energy (zero: lowest compared OMol25 entry of this formula, charge and spin) at 25.55 kcal per mole.

***

Record 6
A structure of composition C16H33AlBeBrCl2GaKLiN3O5S2 in a non-equilibrium geometry, computed with wB97M-V/def2-TZVPD.

```
67
Properties=species:S:1:pos:R:3
C 1.38363 -1.26265 0.18494
C 2.37873 -0.19608 -0.28073
N 2.01034 0.40181 -1.61068
C 2.46151 -0.50219 -2.69348
C 1.61294 -0.38415 -3.98035
C 2.33569 1.65129 -1.70703
S 3.22118 2.49726 -2.94116
S 1.76471 2.83406 -0.52261
C 0.02214 3.07171 -1.07813
C -0.04384 2.93986 -2.58675
C -1.41957 3.14394 -3.20117
Ga -2.82029 1.79757 -2.41362
C -1.89169 0.16027 -1.59716
C -2.97328 -0.93112 -1.44351
C -2.53952 -1.93302 -0.37902
Cl -1.43856 -3.14089 -1.11773
H 0.70861 -1.46637 -0.64435
H 1.90319 -2.19544 0.38491
H 0.82132 -0.93738 1.04918
H 3.33838 -0.69613 -0.40646
H 2.46772 0.53437 0.51007
H 2.28545 -1.50410 -2.32199
H 3.52291 -0.44987 -2.88591
H 0.87039 0.39697 -3.86031
H 2.23127 -0.13327 -4.83401
H 1.09919 -1.31637 -4.16025
H -0.61931 2.32831 -0.62063
H -0.27727 4.03305 -0.67295
H 0.61819 3.67127 -3.05404
H 0.33618 1.97393 -2.88191
H -1.36218 2.96022 -4.28362
H -1.75029 4.20711 -3.05679
H -3.71320 1.29281 -3.63050
H -3.80716 2.50992 -1.37800
H -1.08835 -0.23953 -2.21933
H -1.51587 0.36723 -0.59283
H -3.15404 -1.41530 -2.39242
H -3.87690 -0.45315 -1.05593
H -3.38198 -2.46939 0.07130
H -2.02618 -1.43286 0.44923
N 4.05405 -2.78710 0.80828
C 4.32456 -4.07822 0.60380
C 5.39941 -4.73864 1.17494
C 6.24715 -4.02214 2.00300
C 5.98622 -2.67980 2.22733
C 4.88362 -2.11535 1.61099
H 3.63785 -4.60171 -0.05229
H 5.56700 -5.78731 0.97569
H 7.09805 -4.50203 2.46735
H 6.62316 -2.08530 2.86681
H 4.64169 -1.06708 1.76455
Li 2.25361 4.38406 -4.77826
Be -0.26088 4.54857 -3.85427
Br -2.42993 -0.79266 2.53458
N -3.87233 -1.13470 5.67794
O -3.24482 -2.10802 6.02278
O -5.06757 -1.28985 5.24472
O -3.40490 -0.00678 5.72294
K 3.75532 3.76406 -6.77212
Cl 5.09794 1.36892 -2.74525
O -7.05207 0.29390 7.10918
H -6.62154 -0.12830 6.35767
O -7.87995 2.76870 7.60147
H -7.48623 1.82864 7.62878
H -7.60264 3.23667 6.79634
H -7.66170 3.27837 8.40266
Al -4.67925 -1.26058 2.45615
```

As for the calculated total energy: -8248.5724 hartree. The value obtained for the HOMO energy is -14.46 eV. The charge is +3. The molecular weight comes out at 714.16 g/mol.